Record 1
The following is a quantum chemistry calculation of a molecular structure, C7H14BF4IO2PS in a non-equilibrium geometry, from OMol25.

orbital gap	7.3	eV
total energy	-1887.12455	Eh
total charge	-1

Last column: natural (NBO) charge in e.
Atoms and positions in Å:
C -0.208 1.017 -3.762  -0.629
C 0.354 0.926 -2.192  -0.707
P -0.871 0.061 -1.006  0.527
C -0.153 -1.683 -0.711  -0.716
C -1.034 -2.641 0.288  -0.644
B -0.987 1.106 0.594  -0.328
I -1.671 3.131 -0.068  -0.082
C 0.440 1.363 1.368  -0.720
C 1.171 0.019 1.955  -0.495
C 2.708 -0.192 1.338  0.998
F 3.153 -1.609 1.512  -0.367
F 3.672 0.720 2.034  -0.368
F 2.788 0.136 -0.106  -0.358
S -2.381 0.495 1.751  2.013
O -1.870 -0.361 2.933  -0.893
O -3.024 1.804 2.328  -0.896
F -3.600 -0.260 0.804  -0.507
H -1.392 1.031 -3.807  0.229
H 0.288 1.978 -4.221  0.202
H 0.260 0.084 -4.326  0.196
H 0.661 2.006 -1.832  0.238
H 1.349 0.289 -2.232  0.217
H 0.991 -1.672 -0.373  0.209
H -0.144 -2.231 -1.770  0.222
H -1.014 -3.731 -0.197  0.201
H -2.165 -2.345 0.360  0.234
H -0.561 -2.779 1.367  0.215
H 0.203 2.086 2.288  0.236
H 1.171 1.985 0.664  0.256
H 1.345 0.219 3.120  0.247
H 0.520 -0.952 1.895  0.268



Record 2
The following is a quantum chemistry calculation of 2 unconnected molecules or ions with the total composition C7H14Br, from OMol25.

orbital gap (spin up / spin down)	10.8 / 6.1	eV
total energy	-2849.06089	Eh
relative energy (zero: lowest compared OMol25 entry of this formula, charge and spin)	0.6310	eV
total charge	0
spin multiplicity	2
expectation value of S²	0.75

Last column: natural (NBO) charge in e.
Atoms and positions in Å:
Br -5.305 0.717 1.238  -0.006
C 1.894 -2.701 -1.599  -0.601
C 1.242 -2.039 -0.393  -0.389
C 0.755 -0.630 -0.708  -0.387
C 0.109 0.066 0.486  -0.383
C -0.307 1.506 0.175  -0.440
C -0.923 2.194 1.375  -0.157
C -1.964 3.026 1.268  -0.414
H 2.237 -3.703 -1.340  0.208
H 1.184 -2.788 -2.429  0.201
H 2.758 -2.122 -1.942  0.201
H 0.390 -2.640 -0.052  0.195
H 1.959 -1.985 0.436  0.193
H 1.603 -0.025 -1.058  0.191
H 0.024 -0.677 -1.526  0.193
H -0.774 -0.513 0.793  0.198
H 0.817 0.062 1.326  0.192
H 0.594 2.048 -0.153  0.209
H -1.031 1.510 -0.653  0.204
H -0.453 1.938 2.335  0.196
H -2.411 3.514 2.134  0.202
H -2.400 3.240 0.286  0.194



Record 3
The following is a quantum chemistry calculation of a molecular structure, C7H14Br2NO3Rb, from OMol25.

orbital gap	7.1	eV
total energy	-5727.74839	Eh
total charge	0

Last column: natural (NBO) charge in e.
Atoms and positions in Å:
Rb -0.465 -0.237 -0.286  0.985
C 3.903 -1.911 -2.301  -0.728
C 2.604 -1.143 -2.432  0.771
O 1.676 -1.448 -1.613  -0.902
O 2.509 -0.314 -3.347  -0.753
H 4.751 -1.287 -2.572  0.214
H 3.880 -2.771 -2.975  0.220
H 4.018 -2.306 -1.291  0.204
C -1.008 1.223 3.020  0.539
O -1.384 0.325 2.276  -0.699
N -1.302 1.308 4.321  -0.404
C -2.182 0.310 4.898  -0.422
C -1.056 2.529 5.080  -0.403
H -0.395 2.064 2.657  0.116
H -2.131 0.377 5.981  0.211
H -1.862 -0.684 4.590  0.231
H -3.210 0.452 4.559  0.208
H -0.496 2.295 5.985  0.209
H -0.418 3.189 4.494  0.214
H -1.997 3.017 5.323  0.205
Br -1.246 -2.783 -4.803  -0.037
C -0.488 -1.156 -4.047  -0.433
C -0.847 0.097 -4.796  -0.474
Br -0.283 0.087 -6.622  0.015
H 0.580 -1.329 -3.958  0.283
H -0.893 -1.113 -3.034  0.181
H -0.335 0.936 -4.328  0.237
H -1.920 0.272 -4.781  0.211